Entry 1:
105
Properties=species:S:1:pos:R:3:forces:R:3:mulliken_charge:R:1 method="wB97M-V/def2-TZVPD" e_lumo_ev=-8.55 max_force_ev_per_a=3.25 homo_ev=-10.61 total_charge=+1 energy_ev=-57128.6246 e_above_lowest_kj_mol=0.0 gap_ha=0.076
In 22.545 -29.470 -21.310 -0.650 1.056 0.566 0.926
C 20.619 -25.068 -20.520 -0.582 -1.204 0.947 -0.516
C 21.274 -26.420 -20.775 1.402 1.007 -0.355 1.224
O 22.430 -26.637 -20.337 -0.301 -0.331 0.103 -0.710
O 20.732 -27.244 -21.551 -0.625 -0.662 -0.495 -0.590
H 19.673 -25.304 -20.016 -0.223 0.089 -0.293 0.282
H 20.388 -24.594 -21.470 0.142 0.238 0.018 -0.474
H 21.143 -24.464 -19.783 0.449 0.191 -0.480 0.422
C 19.858 -25.129 -16.305 -0.990 0.575 0.408 -0.923
C 21.174 -25.261 -16.969 -0.421 -0.816 1.407 0.912
O 21.692 -26.413 -17.000 0.387 0.342 -0.711 -0.411
O 21.827 -24.303 -17.408 0.375 -0.258 -0.484 -0.449
H 19.124 -25.760 -16.810 -0.085 0.281 -0.209 0.130
H 19.538 -24.084 -16.240 -0.116 -0.055 -0.494 0.361
H 19.818 -25.451 -15.262 0.685 -0.280 -0.080 0.328
C 18.619 -29.062 -20.383 -0.296 0.143 0.232 -1.679
C 18.623 -29.721 -18.991 -0.351 1.411 -0.632 2.182
C 17.730 -30.963 -19.025 0.882 -0.751 -0.388 -1.265
C 17.948 -31.971 -17.888 -0.321 0.939 0.913 -0.936
C 19.440 -32.194 -17.721 -0.512 -0.867 -2.292 -1.562
C 20.324 -30.956 -17.585 1.029 -1.623 0.228 1.768
N 20.043 -30.080 -18.724 -0.756 -0.411 -0.344 0.234
O 20.828 -28.912 -18.719 -0.237 -0.369 0.438 -0.052
C 20.180 -30.382 -16.171 0.034 -0.112 -0.128 -1.402
C 21.777 -31.505 -17.725 -0.372 0.885 -0.534 -1.838
C 18.091 -28.657 -18.019 -0.304 -1.408 2.348 -2.260
H 17.612 -28.961 -20.793 -0.138 -0.312 0.145 0.455
H 19.224 -29.647 -21.078 0.051 0.135 -0.083 0.269
H 18.985 -28.040 -20.290 0.293 -0.278 -0.177 -0.141
H 16.673 -30.736 -19.149 0.058 0.405 0.108 0.374
H 18.045 -31.430 -19.967 -0.209 -0.353 0.042 0.483
H 17.480 -32.917 -18.155 -0.159 0.041 0.167 0.494
H 17.476 -31.580 -16.979 -0.115 -0.196 0.010 0.374
H 19.557 -32.627 -18.731 1.089 0.324 -0.079 0.353
H 19.779 -33.061 -17.154 -0.315 0.472 0.891 0.459
H 20.517 -29.348 -16.065 -0.227 0.089 -0.073 0.170
H 19.156 -30.534 -15.836 0.053 0.394 0.264 0.373
H 20.842 -30.959 -15.526 -0.142 -0.039 0.122 0.476
H 22.442 -30.647 -17.612 0.347 -0.286 0.216 0.383
H 21.970 -32.297 -17.005 0.055 0.263 0.271 0.470
H 21.954 -31.950 -18.707 -0.204 0.123 -0.115 0.324
H 18.758 -27.847 -17.720 -0.128 0.344 -0.704 0.366
H 17.966 -29.171 -17.053 0.065 -0.003 0.005 0.483
H 17.061 -28.331 -18.159 0.233 0.353 -0.838 0.528
H 20.445 -28.400 -17.984 0.746 0.515 -0.100 0.034
C 16.529 -27.605 -25.288 -2.129 0.317 0.710 -1.762
C 17.716 -26.703 -24.954 2.148 -2.166 1.117 1.711
C 18.008 -25.612 -25.900 -0.899 1.718 -1.926 -0.106
C 17.034 -24.428 -25.872 1.380 -0.564 1.483 -0.818
C 16.900 -23.938 -24.411 -1.322 -0.390 -0.347 -0.937
C 16.720 -25.042 -23.286 0.651 0.743 -0.385 1.456
N 17.616 -26.172 -23.586 -0.273 0.703 -0.594 0.371
O 17.673 -27.113 -22.586 -0.448 0.265 -0.362 0.173
C 17.229 -24.446 -21.971 -0.154 0.502 0.206 -1.472
C 15.250 -25.452 -23.216 0.032 -0.771 -0.195 -1.733
C 18.970 -27.642 -25.006 -0.435 -0.773 0.457 -1.910
H 15.723 -27.040 -25.766 0.229 0.012 -0.373 0.310
H 16.639 -28.554 -25.810 0.787 0.322 -0.345 0.443
H 16.026 -27.903 -24.363 0.334 -0.077 0.149 0.308
H 19.013 -25.199 -25.796 0.119 -0.403 0.170 -0.871
H 17.862 -25.963 -26.927 0.695 -0.537 0.118 0.485
H 17.546 -23.618 -26.391 -0.528 0.045 -0.468 0.461
H 16.116 -24.742 -26.366 -0.243 0.461 0.216 0.403
H 15.975 -23.357 -24.481 0.054 0.193 0.830 0.294
H 17.696 -23.239 -24.157 0.212 -0.212 0.023 0.404
H 18.283 -24.223 -22.142 -0.074 0.273 0.298 -0.046
H 17.136 -25.021 -21.049 -0.049 -0.610 -0.405 0.301
H 16.665 -23.541 -21.730 0.209 0.215 -0.356 0.525
H 14.656 -24.727 -22.663 0.072 0.029 0.021 0.473
H 15.190 -26.436 -22.748 -0.219 0.142 0.246 0.241
H 14.842 -25.562 -24.221 -0.085 0.111 0.028 0.383
H 18.883 -28.435 -24.258 -0.319 -0.126 -0.199 0.467
H 18.927 -28.108 -25.990 0.325 -0.011 0.004 0.543
H 19.970 -27.251 -24.808 -0.251 0.776 -0.238 0.088
H 18.584 -27.089 -22.252 0.669 -0.121 0.236 0.266
C 22.654 -25.377 -24.912 -1.299 -1.064 0.425 -1.665
C 23.475 -24.110 -25.091 1.899 -0.456 0.256 1.746
C 23.701 -23.855 -26.604 -1.264 0.221 0.038 -1.168
C 22.526 -23.058 -27.151 1.047 1.323 -1.393 -0.437
C 22.465 -21.767 -26.340 -1.141 -0.411 0.541 -1.451
C 21.972 -22.023 -24.924 1.531 1.079 0.594 2.376
N 22.988 -22.936 -24.337 0.185 -0.462 -0.923 0.193
O 22.854 -23.194 -22.971 -0.439 -0.181 -0.636 -0.384
C 22.151 -20.698 -24.157 -0.636 0.232 0.893 -1.975
C 20.560 -22.524 -24.894 -0.775 -1.106 1.121 -2.108
C 24.877 -24.538 -24.577 -0.072 0.306 1.871 -1.936
H 22.691 -25.816 -23.908 0.191 0.440 0.225 0.547
H 23.045 -26.194 -25.519 0.097 0.230 -0.249 0.576
H 21.581 -25.319 -25.125 0.073 0.318 -0.316 -0.072
H 24.613 -23.309 -26.842 0.106 0.019 0.458 0.375
H 23.786 -24.842 -27.056 0.053 0.045 -0.128 0.476
H 21.621 -23.637 -27.326 -0.262 0.135 0.676 0.212
H 22.727 -22.624 -28.139 0.362 -0.759 -0.278 0.370
H 21.816 -21.018 -26.799 -0.066 -0.048 -0.016 0.461
H 23.442 -21.302 -26.206 0.188 -0.247 -0.516 0.432
H 23.036 -20.158 -24.488 -0.100 0.034 -0.196 0.387
H 21.262 -20.063 -24.202 0.085 0.064 -0.581 0.398
H 22.268 -20.811 -23.077 0.099 -0.513 -0.083 0.393
H 20.433 -23.497 -25.372 0.102 0.202 -0.411 -0.078
H 20.282 -22.741 -23.854 -0.081 0.286 0.067 0.492
H 19.824 -21.822 -25.281 0.186 0.130 -0.138 0.529
H 24.850 -24.935 -23.553 -0.601 -0.383 -0.167 0.355
H 25.554 -23.713 -24.341 0.095 0.211 -1.148 0.424
H 25.277 -25.336 -25.197 0.277 0.319 -0.230 0.402
H 22.220 -23.931 -22.927 0.069 -0.028 0.365 0.256


Entry 2:
103
Properties=species:S:1:pos:R:3:forces:R:3:mulliken_charge:R:1 method="wB97M-V/def2-TZVPD" e_lumo_ev=0.46 max_force_ev_per_a=3.37 homo_ev=-8.16 smiles="CC1(C)CCCC(C)(C)N1O.CC1(C)CCCC(C)(C)N1O.CC1(C)CCCC(C)(C)N1O.C[C@H]1COC(=O)O1" energy_ev=-49916.4192 gap_ha=0.317
C 0.405 -0.573 4.264 1.307 -2.553 -0.040 -1.292
C 0.645 0.454 3.151 -1.588 -0.563 2.919 0.377
C -0.639 1.159 2.738 -1.377 0.318 -0.275 -0.422
O -0.823 2.162 3.738 -1.216 1.088 -0.292 -0.347
C 0.309 2.448 4.317 2.362 0.050 -0.621 0.681
O 0.637 3.415 4.928 -0.687 -0.090 0.465 -0.529
O 1.193 1.467 3.996 1.911 1.208 -0.462 -0.371
H -0.148 -0.238 5.141 -0.355 0.241 -0.537 0.261
H 1.355 -0.912 4.676 0.821 1.205 0.264 0.364
H 0.224 -1.627 4.053 -1.612 0.090 -0.942 0.417
H 1.330 0.158 2.356 -0.159 0.154 0.160 0.356
H -1.645 0.756 2.860 0.507 -1.503 -0.710 0.282
H -0.567 1.594 1.741 0.087 0.351 0.068 0.223
C 7.122 -1.205 10.344 1.623 -0.230 -1.496 -1.978
C 7.877 -2.577 10.558 -1.367 -0.148 2.002 1.672
C 7.048 -3.216 11.756 -0.934 -0.078 -0.681 -1.290
C 7.020 -4.741 11.784 1.032 0.607 0.182 -0.702
C 6.894 -5.384 10.396 1.007 -0.404 1.177 -1.136
C 7.910 -4.943 9.341 -2.254 0.896 -0.664 1.490
N 7.776 -3.429 9.361 -0.346 -0.371 -0.651 0.186
O 8.598 -2.844 8.343 -0.024 -0.211 0.256 -0.495
C 9.312 -5.539 9.494 0.230 0.652 -0.424 -1.676
C 7.197 -5.480 8.019 1.620 1.435 -1.242 -1.798
C 9.329 -2.335 10.998 0.266 0.391 0.428 -1.583
H 7.720 -0.708 9.580 -0.081 0.329 -0.307 0.492
H 7.150 -0.487 11.163 -0.065 -0.565 0.455 0.362
H 6.117 -1.289 9.929 -0.019 -0.373 0.320 0.415
H 7.364 -2.788 12.707 0.598 -0.173 -0.032 0.448
H 6.005 -2.899 11.769 -0.169 0.366 -0.839 0.424
H 6.237 -5.128 12.435 -0.060 0.136 0.036 0.388
H 7.963 -4.908 12.305 0.271 -1.186 -0.291 0.290
H 5.885 -5.258 10.005 0.071 0.023 0.148 0.399
H 7.125 -6.443 10.512 -0.541 -0.316 0.047 0.359
H 9.557 -5.798 10.524 -0.024 0.001 -0.017 0.318
H 9.480 -6.391 8.834 -0.347 -0.279 0.267 0.406
H 10.043 -4.822 9.119 0.048 0.213 0.218 0.380
H 7.499 -6.481 7.711 -0.599 -0.430 0.823 0.393
H 6.154 -5.212 7.851 -0.290 -0.616 1.016 0.383
H 7.556 -4.975 7.122 0.856 0.598 0.044 0.445
H 9.955 -3.226 10.968 -0.155 -0.103 -0.230 0.347
H 9.381 -1.988 12.030 -0.304 -0.023 0.176 0.397
H 9.836 -1.538 10.453 -0.114 -0.191 -0.455 0.314
H 7.941 -2.382 7.816 0.069 0.052 -0.267 0.351
C -7.582 7.062 -2.621 1.003 0.235 0.377 -2.046
C -6.560 6.084 -3.253 0.747 0.206 -0.601 1.718
C -7.145 4.644 -3.153 -0.695 0.528 1.245 -1.191
C -8.206 4.155 -4.191 1.933 2.112 -0.065 -0.600
C -7.693 4.603 -5.579 -0.015 -0.422 0.172 -1.317
C -7.269 6.098 -5.751 -1.412 -1.110 2.260 1.543
N -6.233 6.368 -4.691 -0.167 -2.287 -0.638 0.166
O -5.592 7.570 -4.937 -0.337 1.431 0.260 -0.479
C -6.696 6.211 -7.142 -0.206 1.395 -0.160 -1.900
C -8.541 7.030 -5.594 0.474 0.432 -0.556 -1.596
C -5.198 6.291 -2.432 -1.172 0.522 -0.349 -1.930
H -8.628 6.915 -2.892 0.190 -0.028 0.002 0.385
H -7.249 8.084 -2.798 -0.284 0.145 -0.447 0.445
H -7.439 6.973 -1.544 -0.490 -0.255 0.162 0.535
H -6.442 3.845 -2.916 0.536 0.251 -0.549 0.453
H -7.638 4.810 -2.196 -0.393 -0.761 0.276 0.334
H -9.133 4.709 -4.041 -0.293 -0.539 0.330 0.271
H -8.257 3.076 -4.049 -0.568 0.140 -0.376 0.380
H -8.462 4.401 -6.325 -0.025 0.013 -0.165 0.418
H -6.823 4.001 -5.844 0.130 -0.084 -0.069 0.455
H -5.689 5.799 -7.211 -0.078 0.191 -0.101 0.386
H -7.340 5.837 -7.938 -0.153 -0.794 0.383 0.419
H -6.779 7.273 -7.371 1.092 0.236 -0.134 0.446
H -8.428 7.806 -4.837 0.386 -0.024 -0.209 0.378
H -8.671 7.540 -6.549 -0.190 0.157 0.001 0.413
H -9.511 6.589 -5.364 0.210 -0.656 -0.027 0.297
H -4.968 7.348 -2.564 0.622 -0.058 -0.769 0.507
H -4.386 5.607 -2.681 -0.095 0.193 -0.378 0.370
H -5.251 6.350 -1.345 -0.796 -0.915 0.182 0.400
H -4.651 7.383 -4.955 0.045 -0.254 -0.055 0.342
C 0.319 -2.596 -4.836 -0.147 0.296 -0.098 -2.009
C -0.121 -2.094 -6.220 -0.393 -0.236 -0.107 1.912
C 1.071 -2.266 -7.166 0.225 0.399 -0.372 -1.121
C 0.681 -2.312 -8.643 -0.309 -1.010 0.487 -0.764
C -0.414 -3.368 -8.898 -0.725 1.197 0.155 -1.079
C -1.717 -3.235 -7.986 1.071 -0.335 -1.149 1.145
N -1.232 -3.065 -6.620 2.552 -1.290 -1.630 0.086
O -2.266 -3.233 -5.769 -0.875 0.573 1.585 -0.436
C -2.589 -2.008 -8.348 0.675 -0.294 -0.928 -1.640
C -2.550 -4.579 -8.297 -0.212 0.679 0.169 -1.750
C -0.485 -0.601 -6.189 -1.389 0.433 0.532 -1.887
H 1.291 -2.177 -4.576 0.111 -0.041 -0.076 0.429
H 0.368 -3.681 -4.924 0.159 0.047 0.278 0.510
H -0.361 -2.326 -4.027 -0.192 -0.055 -0.143 0.352
H 1.717 -1.389 -7.125 -0.041 0.270 0.635 0.345
H 1.712 -3.055 -6.773 -0.200 -0.575 -0.600 0.434
H 1.555 -2.552 -9.247 0.067 -0.090 -0.028 0.392
H 0.392 -1.311 -8.963 -0.337 0.034 0.029 0.332
H 0.027 -4.358 -8.787 -0.203 -0.065 0.116 0.374
H -0.744 -3.230 -9.927 -0.077 -0.354 -0.150 0.489
H -3.596 -2.160 -7.960 -0.034 0.405 -0.135 0.487
H -2.127 -1.068 -8.046 -0.243 -0.185 0.596 0.271
H -2.586 -1.861 -9.428 -0.619 -0.411 -0.224 0.382
H -2.186 -5.526 -7.899 0.630 0.324 0.113 0.385
H -3.614 -4.610 -8.062 -0.056 0.736 0.909 0.373
H -2.679 -4.701 -9.372 0.825 0.171 -0.324 0.422
H -1.446 -0.503 -5.682 -0.297 0.036 0.169 0.412
H -0.643 -0.070 -7.127 0.294 -0.473 -0.349 0.358
H 0.155 0.067 -5.613 0.546 -0.522 0.135 0.430
H -2.796 -2.445 -5.912 -0.808 0.337 0.408 0.365